13 unconnected molecules or ions with the total composition C34H101N9O13 in a non-equilibrium geometry. Source: the OMol25 dataset; level of theory: ωB97M-V/def2-TZVPD.

CARTESIAN COORDINATES (ANGSTROEM)
C 3.678 -1.683 3.608
O 4.459 -1.323 2.745
N 3.751 -2.923 4.170
N 2.846 -0.716 4.145
H 3.094 -3.165 4.914
H 4.409 -3.586 3.789
H 2.875 0.056 3.467
H 2.022 -1.090 4.658
C 3.381 -2.900 -0.988
C 3.225 -3.203 0.476
C 1.873 -3.878 0.745
O 0.736 -3.044 0.344
C -0.439 -3.733 0.617
N 4.308 -4.007 1.006
H 2.694 -2.174 -1.279
H 3.158 -3.800 -1.494
H 4.351 -2.604 -1.317
H 3.183 -2.240 1.054
H 1.773 -4.247 1.809
H 1.852 -4.789 0.073
H -0.558 -4.024 1.675
H -0.519 -4.640 -0.079
H -1.301 -3.015 0.303
H 4.847 -4.461 0.246
H 4.943 -3.284 1.481
C 3.492 3.071 -2.579
C 4.780 2.322 -2.699
C 5.035 1.519 -1.403
O 5.037 2.345 -0.263
C 5.771 1.829 0.813
N 4.630 1.244 -3.711
H 2.799 2.428 -2.016
H 3.005 3.349 -3.480
H 3.613 3.978 -1.995
H 5.646 3.018 -2.865
H 5.927 0.859 -1.417
H 4.176 0.849 -1.319
H 6.786 1.685 0.487
H 5.276 0.914 1.248
H 5.748 2.522 1.637
H 4.365 1.599 -4.553
H 5.560 0.839 -3.811
C 1.474 -4.298 -4.374
C 0.139 -4.669 -3.645
C -0.599 -3.435 -3.179
O -0.872 -2.562 -4.171
C -1.978 -1.767 -3.898
N -0.628 -5.583 -4.458
H 2.051 -3.649 -3.718
H 1.389 -3.990 -5.389
H 2.081 -5.294 -4.536
H 0.399 -5.256 -2.726
H -0.139 -2.988 -2.203
H -1.563 -3.750 -2.755
H -2.194 -1.306 -4.852
H -1.860 -1.071 -3.061
H -2.895 -2.363 -3.713
H -0.986 -5.149 -5.319
H -1.426 -5.903 -3.944
C -6.272 0.107 -3.360
C -6.751 0.586 -2.005
C -5.521 0.876 -1.133
O -5.125 -0.323 -0.573
C -3.939 -0.255 0.177
N -7.624 1.739 -2.065
H -5.861 1.013 -3.907
H -7.026 -0.423 -3.959
H -5.443 -0.675 -3.322
H -7.251 -0.251 -1.479
H -5.794 1.577 -0.351
H -4.762 1.254 -1.789
H -3.071 0.109 -0.427
H -3.750 -1.239 0.559
H -4.161 0.381 1.062
H -8.552 1.400 -2.343
H -7.338 2.486 -2.649
C 1.403 1.221 0.975
C 0.052 0.857 0.310
C 0.184 0.164 -0.984
O 0.920 0.846 -1.947
C 1.384 0.124 -3.125
N -0.708 0.007 1.252
H 2.190 1.596 0.328
H 1.824 0.280 1.330
H 1.382 2.021 1.765
H -0.554 1.799 0.237
H -0.805 -0.079 -1.420
H 0.600 -0.883 -0.747
H 0.545 -0.292 -3.660
H 2.250 -0.524 -2.967
H 1.679 0.943 -3.685
H -1.618 -0.105 0.911
H -0.250 -0.864 1.195
C -1.877 -3.742 5.606
C -0.637 -2.945 5.376
C 0.201 -2.916 6.605
O 1.409 -2.224 6.283
C 2.223 -2.008 7.444
N 0.101 -3.619 4.258
H -2.573 -3.779 4.795
H -2.357 -3.411 6.527
H -1.552 -4.769 5.859
H -0.836 -1.963 5.023
H 0.429 -3.838 7.099
H -0.378 -2.319 7.328
H 1.621 -1.372 8.136
H 3.075 -1.403 7.152
H 2.498 -2.962 7.947
H 0.255 -4.567 4.569
H 0.991 -3.151 4.319
C -1.175 3.557 -4.247
C -2.326 2.666 -3.688
C -3.042 1.774 -4.729
O -3.940 2.523 -5.589
C -3.956 2.002 -6.964
N -1.887 1.741 -2.700
H -0.408 3.059 -4.839
H -0.607 3.958 -3.407
H -1.688 4.297 -4.847
H -3.079 3.311 -3.303
H -3.567 0.969 -4.184
H -2.389 1.227 -5.478
H -3.220 2.554 -7.489
H -4.956 2.153 -7.296
H -3.756 0.880 -6.922
H -1.144 1.144 -3.126
H -1.434 2.226 -1.927
C -2.153 4.655 3.172
O -0.794 5.021 2.814
H -2.268 4.480 4.274
H -2.809 5.470 2.831
H -2.406 3.719 2.677
H -0.552 4.848 1.819
C -0.120 4.525 -0.917
O 0.252 4.455 0.394
H 0.137 5.515 -1.368
H 0.286 3.766 -1.486
H -1.201 4.386 -1.027
H 1.232 4.417 0.340
C -3.968 0.775 4.083
O -2.921 -0.170 3.735
H -4.311 0.640 5.066
H -3.670 1.781 3.861
H -4.820 0.581 3.454
H -2.066 0.094 4.110
C 3.794 5.167 1.643
O 3.165 4.788 0.405
H 3.304 6.102 2.002
H 3.575 4.388 2.441
H 4.875 5.322 1.432
H 3.720 4.142 0.057
C -0.086 1.874 4.638
O -0.302 0.660 3.915
H 0.539 1.591 5.496
H 0.400 2.628 4.025
H -1.074 2.243 4.949
H -0.699 0.748 3.076

Summary:
E = -76917.86497 eV
net charge = 0
frontier orbital gap = 9.6732 eV